{"formula": "C4H10ClNS", "method": "ωB97M-V with the def2-TZVPD basis set", "elements": ["C", "C", "C", "C", "N", "S", "Cl", "H", "H", "H", "H", "H", "H", "H", "H", "H", "H"], "xyz": [[-1.7527, 0.3051, -1.0044], [-0.4462, -1.3855, 0.1146], [-2.0525, 0.1040, 1.3733], [-1.4708, -0.2929, 0.0968], [3.1548, 1.4904, -0.6552], [2.8590, -0.1843, -1.0336], [4.3359, -0.9801, 0.2171], [-2.2331, 1.2333, -1.1515], [3.8482, 1.8253, -1.3321], [-1.3357, -0.1337, -1.9096], [-0.9242, -2.2692, 0.3769], [0.3075, -1.1312, 0.8450], [0.2157, -1.4169, -0.7267], [-2.0048, 1.2575, 1.5035], [-3.1380, -0.1562, 1.5809], [-1.5821, -0.2157, 2.2565], [2.2189, 1.9500, -0.5515]], "forces_ev_per_angstrom": [[0.6, 0.4, -3.2], [0.6, 1.6, 0.4], [-2.2, 3.0, 1.5], [1.0, -1.2, 1.3], [-1.1, -1.5, -0.6], [1.2, 1.1, 1.0], [-0.7, 0.0, -0.4], [-1.0, 0.7, 0.2], [-1.0, 0.5, 0.3], [0.1, 0.3, -0.1], [-0.4, -2.0, 0.3], [0.0, 0.0, 1.0], [-0.5, -0.4, -1.1], [-0.3, -1.7, -0.4], [1.1, 0.2, -0.8], [1.1, -0.9, 0.9], [1.6, -0.2, -0.4]], "nbo_charge": [-0.408, -0.636, -0.653, 0.009, -0.971, 0.388, -0.204, 0.193, 0.390, 0.183, 0.213, 0.216, 0.218, 0.217, 0.227, 0.216, 0.402], "lumo_energy_ev": 0.0, "orbital_gap_ha": 0.3365, "e_above_lowest_kj_mol": 92.9, "total_energy_ha": -1071.4692, "smiles": "C=C(C)C.NSCl", "total_charge": 0}